A 2-piece molecular cluster, C8H17OP overall, computed with the ωB97M-V functional and the def2-TZVPD basis.

Properties
**LUMO level (alpha / beta)**: 0.43 / 0.68 eV
**Energy above the lowest of the compared OMol25 structures with the same formula, charge and spin**: 5.950 eV
**Kohn-Sham gap (alpha / beta)**: 0.293 / 0.273 Ha
**HOMO level (alpha / beta)**: -0.277 / -0.248 Eh

```
! RIJCOSX wB97M-V def2-TZVPD def2/J DEFGRID3
* xyz 0 1
C 0.50 -1.53 0.84
C 0.95 2.20 -2.57
C 1.00 3.19 -0.75
C -0.06 2.23 -1.40
C 0.88 -2.89 0.25
C 1.50 -1.00 1.86
C -1.81 0.11 1.73
C -2.04 -1.61 -0.56
O 1.87 3.06 -1.85
P -0.82 -0.45 0.22
H 1.35 1.21 -2.58
H 0.72 2.56 -3.57
H 0.55 4.11 -0.42
H 1.52 2.74 0.08
H -1.11 2.52 -1.58
H 0.71 -3.65 0.91
H 0.40 -3.03 -0.77
H 2.05 -2.88 0.10
H 0.97 -0.10 2.36
H 2.34 -0.63 1.23
H 1.76 -1.82 2.53
H -1.51 1.01 2.27
H -2.63 0.42 1.21
H -2.23 -0.57 2.56
H -2.50 -2.33 0.22
H -2.85 -0.82 -0.87
H -1.48 -2.06 -1.45
*
```

C21H18MnN4O5S2 as an isolated structure, computed with the ωB97M-V functional and the def2-TZVPD basis.

Properties
**LUMO level (alpha / beta)**: 2.27 / 2.39 eV
**Kohn-Sham gap (alpha / beta)**: 0.240 / 0.273 Ha
**HOMO level (alpha / beta)**: -0.156 / -0.185 Eh

```
! RIJCOSX wB97M-V def2-TZVPD def2/J DEFGRID3
* xyz -1 5
Mn -0.60 -1.80 -1.33
C -2.25 0.35 -4.06
C -2.06 0.25 -2.57
N -2.27 -0.91 -2.01
N -2.37 -0.92 -0.52
C -1.64 -1.32 0.52
S -0.04 -2.17 0.90
S -2.52 -0.90 2.08
C -2.11 0.86 2.07
C -1.19 1.26 3.20
C -1.69 1.73 4.42
C -0.82 2.09 5.45
C 0.56 1.98 5.28
C 1.07 1.50 4.07
C 0.20 1.14 3.04
C -1.48 1.41 -1.89
C -2.08 2.68 -1.94
C -1.42 3.75 -1.35
C -0.18 3.55 -0.75
C 0.40 2.27 -0.74
C -0.23 1.15 -1.31
O 0.24 -0.04 -1.30
H -3.30 0.17 -4.31
H -1.63 -0.41 -4.56
H -1.96 1.33 -4.45
H -3.05 1.42 2.16
H -1.67 1.18 1.12
H -2.77 1.81 4.57
H -1.22 2.45 6.40
H 1.24 2.24 6.08
H 2.14 1.38 3.93
H 0.60 0.74 2.11
H -3.05 2.81 -2.41
H -1.87 4.74 -1.36
H 0.35 4.37 -0.28
H 1.36 2.11 -0.25
O 4.06 -5.16 -1.33
C 4.44 -3.86 -1.33
O 5.63 -3.57 -1.33
C 3.40 -2.85 -1.33
C 3.61 -1.48 -1.33
N 2.39 -0.87 -1.33
N 1.37 -1.74 -1.33
C 1.99 -2.92 -1.33
C 1.12 -4.05 -1.33
O 1.62 -5.22 -1.33
O -0.06 -3.64 -1.33
H 3.06 -5.30 -1.33
H 4.53 -0.90 -1.33
H 2.17 0.12 -1.33
H -2.00 -2.81 -1.33
*
```

C32H37AuF3N3O5S as an isolated structure, computed with the ωB97M-V functional and the def2-TZVPD basis.

Properties
**LUMO level**: 4.54 eV
**Energy above the lowest of the compared OMol25 structures with the same formula, charge and spin**: 0.000 eV
**Kohn-Sham gap**: 0.248 Ha
**HOMO level**: -0.081 Eh

```
! RIJCOSX wB97M-V def2-TZVPD def2/J DEFGRID3
* xyz -2 1
Au 0.00 0.37 -0.44
C -3.36 -3.26 -1.26
C -3.75 -2.11 -0.33
C -4.98 -2.46 0.51
C -3.96 -0.83 -1.12
C -4.93 -0.80 -2.11
C -5.10 0.30 -2.93
C -4.26 1.39 -2.77
C -3.29 1.41 -1.78
C -2.39 2.62 -1.59
C -2.06 3.36 -2.88
C -2.99 3.56 -0.54
C -3.15 0.31 -0.93
N -2.14 0.31 0.04
C -2.47 0.13 1.33
O -3.61 0.17 1.81
C -1.29 -0.16 2.25
C -1.21 0.22 3.58
C 0.01 0.05 4.23
C 1.12 -0.42 3.53
C 0.95 -0.76 2.20
N -0.26 -0.73 1.65
C 2.10 -1.01 1.25
O 3.15 -1.50 1.69
N 1.88 -0.61 -0.01
C 2.94 -0.73 -0.94
C 2.86 -1.73 -1.93
C 3.88 -1.82 -2.87
C 4.96 -0.96 -2.84
C 5.02 0.02 -1.87
C 4.02 0.16 -0.91
C 4.11 1.26 0.12
C 4.13 2.64 -0.54
C 5.31 1.07 1.05
C 1.68 -2.68 -1.92
C 1.90 -3.79 -0.88
C 1.36 -3.28 -3.28
H -3.15 -4.16 -0.68
H -2.47 -3.01 -1.84
H -4.17 -3.50 -1.96
H -2.91 -1.95 0.34
H -5.84 -2.66 -0.13
H -5.21 -1.63 1.18
H -4.79 -3.35 1.11
H -5.57 -1.67 -2.25
H -5.87 0.30 -3.70
H -4.37 2.25 -3.43
H -1.46 2.24 -1.17
H -2.93 3.88 -3.29
H -1.68 2.69 -3.64
H -1.29 4.11 -2.67
H -3.93 3.98 -0.90
H -2.30 4.37 -0.32
H -3.19 3.02 0.39
H -2.06 0.68 4.07
H 0.12 0.36 5.26
H 2.10 -0.45 3.97
H 3.82 -2.58 -3.65
H 5.75 -1.04 -3.59
H 5.87 0.71 -1.85
H 3.21 1.22 0.73
H 5.03 2.76 -1.16
H 4.11 3.43 0.21
H 3.26 2.78 -1.18
H 6.25 1.14 0.50
H 5.26 0.09 1.53
H 5.31 1.84 1.82
H 0.82 -2.09 -1.59
H 2.74 -4.43 -1.19
H 1.01 -4.41 -0.79
H 2.15 -3.38 0.09
H 2.15 -3.96 -3.62
H 1.23 -2.51 -4.04
H 0.44 -3.86 -3.22
F -0.20 4.41 3.56
C -0.46 4.11 2.27
F -1.39 3.14 2.27
F -1.03 5.20 1.73
S 1.06 3.61 1.36
O 1.88 4.80 1.45
O 1.53 2.48 2.14
O 0.56 3.29 0.04
*
```

C2HBiO2 as an isolated structure, computed with the ωB97M-V functional and the def2-TZVPD basis.

Properties
**LUMO level (alpha / beta)**: -6.45 / -6.67 eV
**Energy above the lowest of the compared OMol25 structures with the same formula, charge and spin**: 0.000 eV
**Kohn-Sham gap (alpha / beta)**: 0.239 / 0.301 Ha
**HOMO level (alpha / beta)**: -0.476 / -0.546 Eh

```
! RIJCOSX wB97M-V def2-TZVPD def2/J DEFGRID3
* xyz 1 2
O -1.72 0.41 -1.79
C -1.11 0.70 -0.79
C 0.62 -0.69 0.43
O 1.03 -0.11 1.49
H 0.53 -1.80 0.49
Bi 0.66 1.49 0.18
*
```

One molecule with the formula C3H4S3, computed with the ωB97M-V functional and the def2-TZVPD basis.

Properties
**LUMO level**: -1.22 eV
**Energy above the lowest of the compared OMol25 structures with the same formula, charge and spin**: 2.668 eV
**Kohn-Sham gap**: 0.292 Ha
**Structure (SMILES)**: S=C[C@@H]1S[C@@H]1S
**HOMO level**: -0.337 Eh

```
! RIJCOSX wB97M-V def2-TZVPD def2/J DEFGRID3
* xyz 0 1
S 2.64 0.37 -1.34
C 1.09 0.66 -0.73
C -0.12 -0.22 -0.79
S -2.07 0.17 -0.42
C -0.89 -0.74 0.48
S -0.44 -0.31 2.11
H 1.10 1.65 -0.35
H -0.07 -0.93 -1.54
H -1.02 -1.76 0.71
H -0.21 1.10 1.88
*
```

A 2-piece molecular cluster, C22H27N2O overall, computed with the ωB97M-V functional and the def2-TZVPD basis.

Properties
**LUMO level**: -4.71 eV
**Energy above the lowest of the compared OMol25 structures with the same formula, charge and spin**: 0.064 eV
**Kohn-Sham gap**: 0.215 Ha
**HOMO level**: -0.388 Eh

```
! RIJCOSX wB97M-V def2-TZVPD def2/J DEFGRID3
* xyz 1 1
C 4.92 -0.15 1.25
N 3.51 -0.46 1.19
C 2.53 0.46 1.05
C 1.25 -0.17 1.11
C 0.01 0.45 0.97
C -1.25 -0.24 1.05
C -1.55 -1.33 0.19
C -2.76 -1.99 0.30
C -3.68 -1.65 1.29
C -4.95 -2.43 1.41
C -3.41 -0.56 2.13
C -2.23 0.16 1.99
C 1.54 -1.60 1.36
C 0.78 -2.71 1.69
C 1.41 -3.95 1.90
C 2.81 -4.07 1.81
C 3.60 -2.94 1.55
C 2.94 -1.73 1.35
H 5.49 -1.08 1.33
H 5.24 0.39 0.35
H 5.14 0.48 2.12
H 2.75 1.52 0.93
H 0.01 1.54 0.92
H -0.81 -1.64 -0.54
H -2.99 -2.82 -0.38
H -5.61 -2.00 2.17
H -5.50 -2.47 0.46
H -4.74 -3.47 1.69
H -4.13 -0.28 2.90
H -2.01 1.02 2.63
H -0.30 -2.62 1.78
H 0.81 -4.82 2.14
H 3.27 -5.04 1.96
H 4.69 -2.98 1.50
O -2.02 0.74 -2.78
C -1.84 1.99 -3.43
C -1.10 2.86 -2.42
C -0.28 4.05 -2.93
C 1.06 3.96 -2.19
C 1.15 2.51 -1.66
N -0.19 2.04 -1.68
H -2.61 0.18 -3.31
H -1.25 1.90 -4.36
H -2.82 2.45 -3.63
H -1.88 3.24 -1.73
H -0.14 3.99 -4.02
H -0.81 4.98 -2.70
H 1.92 4.20 -2.82
H 1.05 4.65 -1.34
H 1.82 1.92 -2.31
H 1.55 2.43 -0.64
H -0.37 1.05 -1.65
*
```

A 2-piece molecular cluster, C5H6O2 overall, computed with the ωB97M-V functional and the def2-TZVPD basis.

Properties
**LUMO level**: 0.66 eV
**Energy above the lowest of the compared OMol25 structures with the same formula, charge and spin**: 0.791 eV
**Kohn-Sham gap**: 0.375 Ha
**Structure (SMILES)**: C=C=CC.O=C=O
**HOMO level**: -0.351 Eh

```
! RIJCOSX wB97M-V def2-TZVPD def2/J DEFGRID3
* xyz 0 1
C 0.16 2.05 -0.35
C -0.31 0.95 0.20
C -0.74 -0.15 0.73
C -1.53 -1.21 0.00
H 1.14 2.06 -0.82
H -0.41 2.98 -0.34
H -0.51 -0.35 1.78
H -1.71 -0.92 -1.04
H -2.50 -1.38 0.49
H -1.00 -2.16 0.01
O 2.12 -1.53 0.55
C 2.44 -0.67 -0.18
O 2.77 0.16 -0.92
*
```

C4H18O9Y as an isolated structure, computed with the ωB97M-V functional and the def2-TZVPD basis.

Properties
**LUMO level**: 1.15 eV
**Kohn-Sham gap**: 0.079 Ha
**HOMO level**: -0.037 Eh

```
! RIJCOSX wB97M-V def2-TZVPD def2/J DEFGRID3
* xyz -1 1
Y 0.12 0.41 -0.62
O 0.65 0.03 1.71
C 0.10 -0.67 2.79
C 1.09 -1.41 3.79
O 1.85 -2.53 3.52
H -0.63 -1.41 2.44
H -0.50 0.02 3.37
H 0.48 -1.62 4.68
H 1.86 -0.75 4.19
O -1.55 -0.72 -2.07
C -1.36 -2.10 -1.84
C 0.19 -2.56 -1.77
O 1.15 -1.73 -1.04
H -1.91 -2.81 -2.46
H -1.78 -2.13 -0.83
H 0.48 -2.72 -2.81
H 0.23 -3.52 -1.25
O -1.36 2.28 -1.91
H -1.25 3.03 -2.49
H -2.24 1.96 -2.10
O 2.43 1.23 -0.28
H 2.82 2.05 -0.59
H 2.93 1.02 0.51
O -2.04 0.93 0.58
H -2.16 1.49 1.34
H -2.91 0.58 0.39
O 1.08 0.89 -2.71
H 1.30 1.65 -3.23
H 0.66 0.28 -3.32
O 0.08 2.69 0.37
H -0.24 3.59 0.39
H 0.42 2.54 1.26
*
```

One molecule with the formula C9H11BN2O2, computed with the ωB97M-V functional and the def2-TZVPD basis.

Properties
**LUMO level**: -0.20 eV
**Energy above the lowest of the compared OMol25 structures with the same formula, charge and spin**: 4.518 eV
**Kohn-Sham gap**: 0.255 Ha
**HOMO level**: -0.263 Eh

```
! RIJCOSX wB97M-V def2-TZVPD def2/J DEFGRID3
* xyz 0 1
B -0.02 2.09 0.11
C 3.26 0.47 -0.27
C 1.97 1.00 -0.06
C 0.94 0.06 0.15
C 1.31 -1.36 0.24
C 0.24 -2.36 0.35
C -1.14 -1.70 -0.18
C -1.48 -0.28 0.31
C -0.32 0.66 0.24
C -2.73 0.27 -0.40
N 3.53 -0.78 -0.12
N 2.59 -1.66 0.19
O 1.44 2.26 -0.08
O -0.73 3.25 0.40
H 4.08 1.14 -0.43
H 0.36 -3.15 -0.32
H 0.17 -2.84 1.31
H -1.18 -1.71 -1.24
H -1.83 -2.46 0.18
H -1.67 -0.31 1.41
H -2.46 0.67 -1.49
H -3.08 1.23 0.08
H -3.56 -0.53 -0.58
H 1.88 3.03 -0.36
H -1.59 3.00 0.55
*
```

A 7-piece molecular cluster, C38H62ClF3N6O2Si overall, computed with the ωB97M-V functional and the def2-TZVPD basis.

Properties
**LUMO level**: 0.30 eV
**Kohn-Sham gap**: 0.338 Ha
**Structure (SMILES)**: C#CC[Si@@](CCOC(C)=O)(CCC(F)=C(F)F)[C@@H](Cl)CC.CCCC#N.CCCC#N.CCCC#N.CCCC#N.CCCC#N.CCCC#N
**HOMO level**: -0.327 Eh

```
! RIJCOSX wB97M-V def2-TZVPD def2/J DEFGRID3
* xyz 0 1
C 0.44 -1.75 0.67
C -0.65 -1.19 -0.06
C -1.84 -0.77 -1.15
Si -1.09 -0.54 -2.92
C -2.42 -1.01 -4.22
C -3.95 -0.52 -3.87
O -4.60 -1.23 -2.77
C -4.69 -2.68 -3.01
C -4.86 -3.65 -1.66
O -4.70 -3.29 -4.21
C -0.49 1.31 -3.15
C 0.72 1.71 -2.10
C 0.17 2.16 -0.61
F -1.05 2.96 -0.35
C 0.99 1.76 0.59
F 0.35 1.68 1.94
F 2.44 1.42 0.50
C 0.41 -1.80 -3.13
Cl -0.23 -3.57 -3.06
C 1.32 -1.49 -4.47
C 2.78 -2.26 -4.27
H 1.28 -2.48 1.12
H -2.59 -1.70 -1.16
H -2.36 0.23 -0.81
H -2.33 -2.17 -4.41
H -2.12 -0.49 -5.25
H -3.86 0.62 -3.53
H -4.61 -0.49 -4.86
H -4.04 -3.44 -0.85
H -4.97 -4.79 -1.93
H -5.89 -3.33 -1.16
H -0.08 1.49 -4.26
H -1.42 2.01 -3.01
H 1.27 2.67 -2.55
H 1.57 0.88 -2.04
H 1.14 -1.67 -2.20
H 0.81 -1.88 -5.48
H 1.44 -0.31 -4.53
H 3.21 -2.69 -5.27
H 2.58 -3.20 -3.56
H 3.58 -1.57 -3.75
C -3.18 -3.96 2.78
C -4.34 -4.84 3.24
C -4.34 -6.23 2.60
C -4.57 -6.17 1.15
N -4.74 -6.13 0.00
H -3.24 -3.75 1.71
H -3.21 -3.00 3.31
H -2.22 -4.44 2.99
H -5.29 -4.33 3.02
H -4.29 -4.96 4.33
H -5.13 -6.83 3.06
H -3.39 -6.73 2.81
C -8.96 -4.39 6.12
C -7.85 -5.36 5.74
C -6.62 -5.26 6.64
C -5.94 -3.97 6.51
N -5.39 -2.94 6.41
H -8.64 -3.35 6.01
H -9.83 -4.54 5.48
H -9.27 -4.55 7.16
H -7.56 -5.19 4.69
H -8.24 -6.38 5.79
H -5.92 -6.06 6.37
H -6.91 -5.43 7.68
C 8.03 -1.50 -2.58
C 7.57 -1.05 -1.19
C 6.49 -1.95 -0.59
C 5.24 -1.90 -1.35
N 4.24 -1.85 -1.94
H 7.21 -1.45 -3.30
H 8.84 -0.86 -2.93
H 8.40 -2.53 -2.55
H 7.22 -0.02 -1.25
H 8.44 -1.05 -0.52
H 6.31 -1.64 0.44
H 6.85 -2.99 -0.55
C 0.93 4.23 3.37
C -0.32 5.01 3.76
C -0.55 6.24 2.88
C 0.49 7.26 3.07
N 1.31 8.07 3.21
H 1.84 4.83 3.52
H 1.02 3.33 3.99
H 0.90 3.92 2.32
H -0.26 5.30 4.81
H -1.18 4.34 3.66
H -1.53 6.68 3.14
H -0.61 5.95 1.83
C 0.00 10.42 5.28
C -0.63 11.50 4.41
C -1.63 12.38 5.16
C -2.81 11.63 5.60
N -3.75 11.04 5.95
H -0.75 9.71 5.64
H 0.74 9.85 4.70
H 0.50 10.86 6.14
H -1.12 11.02 3.54
H 0.17 12.13 4.01
H -1.94 13.19 4.50
H -1.14 12.84 6.03
C 9.13 -3.72 -7.45
C 8.96 -2.28 -7.92
C 8.43 -1.35 -6.83
C 7.06 -1.68 -6.44
N 5.97 -1.94 -6.12
H 8.16 -4.16 -7.18
H 9.56 -4.32 -8.26
H 9.79 -3.78 -6.59
H 8.30 -2.25 -8.80
H 9.94 -1.90 -8.25
H 8.45 -0.32 -7.21
H 9.09 -1.38 -5.96
*
```

An isolated ion of composition CH2F2N2OP and charge +1, computed with the ωB97M-V functional and the def2-TZVPD basis.

Properties
**LUMO level**: -7.34 eV
**Energy above the lowest of the compared OMol25 structures with the same formula, charge and spin**: 4.256 eV
**Kohn-Sham gap**: 0.329 Ha
**Structure (SMILES)**: FC(F)ON=[N+]=P
**HOMO level**: -0.599 Eh

```
! RIJCOSX wB97M-V def2-TZVPD def2/J DEFGRID3
* xyz 1 1
F 0.81 1.90 -0.96
C 0.44 0.79 -1.59
F -0.81 0.92 -1.96
O 0.52 -0.25 -0.61
N -0.32 -0.02 0.37
N -0.38 -0.79 1.28
P -1.23 -1.54 2.34
H 1.22 0.54 -2.24
H -0.25 -1.55 3.38
*
```

A 2-piece molecular cluster, C2H7N overall, computed with the ωB97M-V functional and the def2-TZVPD basis.

Properties
**LUMO level**: 0.77 eV
**Energy above the lowest of the compared OMol25 structures with the same formula, charge and spin**: 2.433 eV
**Kohn-Sham gap**: 0.390 Ha
**Structure (SMILES)**: C=N.C
**HOMO level**: -0.362 Eh

```
! RIJCOSX wB97M-V def2-TZVPD def2/J DEFGRID3
* xyz 0 1
C 2.30 -0.11 0.03
N 1.02 -0.33 -0.06
H 3.03 -0.89 0.29
H 2.70 0.85 -0.29
H 0.97 0.61 0.40
C -2.03 -0.03 -0.06
H -1.81 -0.14 -1.12
H -1.06 -0.21 0.42
H -2.34 0.99 0.14
H -2.78 -0.75 0.26
*
```